Entry 1:
Below is an isolated molecule of C4H9NO2, with properties calculated with ωB97M-V/def2-TZVPD.

As for the multiplicity: 1. For the lowest unoccupied orbital energy, the calculation gives 0.72 eV. Its energy above the lowest of the compared OMol25 structures with the same formula, charge and spin is 26.3 kcal/mol. As for the SMILES: CCNCC(=O)O.

Each line ends with the Mulliken charge.
Element x y z (Å)
C: -0.681931 -0.901135 2.192319  -1.14
C: -0.566985 -0.612702 0.719035  -0.44
N: 0.348867 0.527201 0.535485  -0.31
C: 0.261075 1.292384 -0.708447  -0.64
C: 0.269385 0.421175 -1.936149  0.66
O: -0.632629 -0.254078 -2.344737  -0.54
O: 1.523461 0.420207 -2.455348  -0.46
H: 0.330991 -1.104419 2.554474  0.29
H: -1.070571 -0.054067 2.747886  0.31
H: -1.218188 -1.831393 2.400341  0.37
H: -0.354278 -1.455469 0.048755  0.30
H: -1.522366 -0.391904 0.225083  0.36
H: 1.286427 0.282055 0.812305  0.28
H: 1.082818 1.984451 -0.864471  0.36
H: -0.703917 1.832188 -0.700398  0.28
H: 1.647841 -0.154501 -3.226132  0.34

Atoms 1-2, force components in eV/Å:
0.70 -0.91 -0.07
-0.58 0.70 -1.36


Entry 2:
Below is an isolated molecule of C4H6O, with properties calculated with ωB97M-V/def2-TZVPD.

As for the multiplicity: 1. For the lowest unoccupied orbital energy, the calculation gives 0.96 eV. Its energy above the lowest of the compared OMol25 structures with the same formula, charge and spin is 45.3 kcal/mol. As for the SMILES: O[C@H]1C=CC1.

Each line ends with the Mulliken charge.
Element x y z (Å)
O: -0.203836 1.853077 0.868260  -0.51
C: 0.066384 0.441024 0.670195  0.27
C: -1.136840 -0.518737 0.544477  -0.50
C: -0.759874 -1.047964 -0.623441  -0.41
C: 0.496289 -0.151975 -0.771217  -0.57
H: 0.451225 2.420128 1.151042  0.29
H: 0.669815 -0.095842 1.473647  0.24
H: -1.994889 -0.566840 1.287521  0.33
H: -1.182692 -1.813000 -1.192535  0.44
H: 1.538055 -0.637047 -0.579309  0.17
H: 0.628422 0.640152 -1.626868  0.25

Atoms 1-2, force components in eV/Å:
-2.96 -3.46 -1.39
-0.02 -0.85 0.23


Entry 3:
Below is a cluster of 5 separate species, C36H59NO7 in total, with properties calculated with ωB97M-V/def2-TZVPD.

As for the multiplicity: 1. For the lowest unoccupied orbital energy, the calculation gives -0.73 eV. As for the SMILES: O=C1C=CC(=O)c2c(CCCNCc3ccccc3O)cccc21.CCOCC.CCOCC.CCOCC.CCOCC.

Each line ends with the Mulliken charge.
Element x y z (Å)
O: 9.621970 -1.786009 2.048487  -0.52
C: 8.494628 -1.495850 2.366295  0.21
C: 7.952518 -1.887710 3.779428  -0.38
C: 6.948946 -1.179326 4.348840  -0.53
C: 6.376002 0.065314 3.588738  0.19
O: 6.004247 0.998509 4.267769  -0.51
C: 6.377820 0.016923 2.042508  0.52
C: 5.363503 0.692897 1.199373  0.53
C: 4.223603 1.448837 1.966238  -0.66
C: 2.886646 1.611945 1.143984  0.39
C: 1.643502 1.207456 2.066612  -0.87
N: 0.497067 2.120590 1.911200  -0.06
C: -0.446809 1.677343 0.875166  -0.99
C: -1.238239 0.374271 1.222603  0.75
C: -2.307798 0.326997 2.229698  -0.44
C: -3.059128 -0.886311 2.552729  -0.57
C: -2.752732 -2.116259 1.819250  -0.52
C: -1.723287 -2.092965 0.797613  -0.54
C: -0.951028 -0.873318 0.505467  0.31
O: 0.025448 -0.950275 -0.489485  -0.23
C: 5.479219 0.619083 -0.255508  -0.60
C: 6.582857 -0.143342 -0.863313  -0.65
C: 7.547427 -0.833704 -0.024290  -0.74
C: 7.480802 -0.764667 1.423909  0.33
H: 8.351583 -2.761302 4.345247  0.34
H: 6.503763 -1.378799 5.347507  0.37
H: 3.993210 0.808571 2.866286  0.32
H: 4.617359 2.411635 2.395809  0.31
H: 2.877827 0.907925 0.273927  -0.42
H: 2.787044 2.662722 0.764978  0.32
H: 1.937272 1.253597 3.156293  0.44
H: 1.411632 0.128861 1.848506  0.19
H: 0.040882 2.324488 2.799049  0.28
H: -1.215200 2.496630 0.767684  0.33
H: 0.091226 1.581491 -0.099423  0.23
H: -2.599583 1.246087 2.801990  0.35
H: -3.849959 -0.887842 3.340807  0.28
H: -3.303114 -3.069575 2.021071  0.33
H: -1.513494 -3.025115 0.219638  0.37
H: -0.287514 -1.506390 -1.225397  0.13
H: 4.717233 1.137301 -0.889754  0.51
H: 6.613405 -0.158799 -1.976833  0.49
H: 8.360079 -1.411289 -0.531803  0.38
C: 3.739365 -2.194719 -2.777075  -1.19
C: 2.718792 -1.088471 -2.975653  1.26
O: 3.013764 -0.232035 -4.071001  -0.46
C: 3.073769 -0.860943 -5.339724  -0.38
C: 1.770471 -1.532502 -5.728970  -0.83
H: 4.737366 -1.773421 -2.635523  0.24
H: 3.484203 -2.792404 -1.899465  0.41
H: 3.786644 -2.866350 -3.636066  0.35
H: 2.705402 -0.456236 -2.085334  -0.19
H: 1.706980 -1.497489 -3.077943  -0.61
H: 3.910282 -1.566988 -5.377681  0.27
H: 3.302111 -0.078150 -6.066121  0.36
H: 1.505901 -2.331264 -5.034315  0.07
H: 1.845144 -1.968006 -6.727764  0.45
H: 0.952030 -0.807994 -5.722129  0.28
C: -8.089806 1.074253 2.434222  -1.07
C: -7.105507 0.257006 1.616147  -0.36
O: -6.450722 -0.758138 2.361341  -0.30
C: -7.283825 -1.745405 2.946978  -0.35
C: -8.107497 -2.526334 1.937909  -1.09
H: -7.588170 1.532741 3.289555  0.29
H: -8.528226 1.864362 1.820828  0.39
H: -8.905564 0.462385 2.822879  0.27
H: -6.319560 0.917240 1.243824  0.32
H: -7.589161 -0.174794 0.733059  0.31
H: -7.924248 -1.294823 3.713015  0.32
H: -6.619258 -2.436571 3.470438  0.33
H: -8.801076 -1.884026 1.392322  0.26
H: -8.693544 -3.298218 2.441121  0.39
H: -7.456554 -3.003986 1.201706  0.30
C: 0.361042 6.710493 2.312038  -1.27
C: -0.277226 5.549526 1.569698  0.16
O: -1.579044 5.220365 2.038482  -0.40
C: -2.557323 6.243087 1.945835  -0.33
C: -2.805384 6.724256 0.526829  -1.08
H: 0.414817 6.496813 3.382129  0.32
H: 1.372034 6.888365 1.939310  0.39
H: -0.206342 7.635206 2.191545  0.30
H: 0.334228 4.656968 1.714141  0.03
H: -0.300191 5.735619 0.489968  0.28
H: -2.295254 7.078416 2.604142  0.32
H: -3.482810 5.819324 2.341862  0.34
H: -1.912687 7.170404 0.085011  0.27
H: -3.596107 7.477341 0.513300  0.41
H: -3.104325 5.890037 -0.112496  0.28
C: -2.632297 -2.517483 -4.821474  -1.38
C: -1.320024 -2.880966 -4.150837  0.15
O: -1.472076 -3.732752 -3.023862  -0.31
C: -2.072145 -4.995900 -3.266885  -0.37
C: -1.305821 -5.855192 -4.257062  -1.05
H: -3.307002 -2.039590 -4.107577  0.32
H: -2.456066 -1.829550 -5.651192  0.42
H: -3.144627 -3.395073 -5.218711  0.30
H: -0.846216 -1.967066 -3.783501  0.16
H: -0.619325 -3.324682 -4.865976  0.16
H: -3.112910 -4.866044 -3.581579  0.35
H: -2.105001 -5.510236 -2.304211  0.31
H: -1.252809 -5.392416 -5.244264  0.26
H: -1.789218 -6.827562 -4.370330  0.39
H: -0.280235 -6.011054 -3.913814  0.29

Atoms 1-2, force components in eV/Å:
-0.55 0.15 -0.17
-1.00 -0.17 0.45


Entry 4:
Below is a structure of composition C34H25IrO4P, with properties calculated with ωB97M-V/def2-TZVPD.

As for the multiplicity: 1. For the lowest unoccupied orbital energy, the calculation gives 2.58 eV. The total charge is -1. Its energy above the lowest of the compared OMol25 structures with the same formula, charge and spin is 0.0 kcal/mol.

Each line ends with the Mulliken charge.
Element x y z (Å)
Ir: -0.852588 0.607799 0.852874  2.34
C: 2.252871 0.523073 2.952231  -0.50
C: 1.730775 1.552542 2.243437  -1.20
C: 1.253129 1.348138 0.902693  -1.10
C: 1.308248 0.056453 0.329128  1.46
C: 1.865037 -1.009042 1.128600  -1.06
C: 2.326326 -0.782592 2.382341  -0.65
P: 1.257813 -0.265578 -1.468337  0.34
C: 2.845037 0.465362 -2.071566  0.55
C: 3.280303 0.055630 -3.331042  -0.21
C: 4.445007 0.564886 -3.889694  -0.69
C: 5.211405 1.475560 -3.178511  -0.43
C: 4.804620 1.872569 -1.911472  -0.80
C: 3.630764 1.375276 -1.365292  -0.39
C: 0.063131 1.030434 -1.926929  1.49
C: 0.045457 1.590803 -3.201726  -0.77
C: -0.947275 2.485746 -3.563007  -0.73
C: -1.925322 2.823587 -2.637867  -0.88
C: -1.910516 2.276251 -1.363952  -0.35
C: -0.927794 1.358578 -0.987597  -0.52
H: 2.615615 0.687661 3.959518  0.42
H: 1.663716 2.548137 2.661315  0.40
H: 1.138699 2.223408 0.274751  0.70
H: 1.921206 -1.999082 0.691725  0.35
H: 2.739416 -1.598474 2.962039  0.39
H: 2.694981 -0.675893 -3.878274  0.43
H: 4.758489 0.241340 -4.874667  0.38
H: 6.126032 1.868666 -3.604863  0.37
H: 5.403115 2.576672 -1.346422  0.41
H: 3.328810 1.696991 -0.377469  0.38
H: 0.819912 1.327294 -3.914156  0.40
H: -0.955263 2.919695 -4.555340  0.37
H: -2.706230 3.525816 -2.904729  0.41
H: -2.684937 2.562372 -0.665949  0.29
O: -4.462614 1.909133 2.029444  -0.70
C: -3.303425 1.767055 1.725105  0.67
O: -2.840421 0.688582 1.132357  -1.10
C: -2.239927 2.873642 2.009474  0.54
O: -2.578440 3.943569 2.467071  -0.74
O: -1.022023 2.545208 1.700883  -0.88
C: -1.352461 -1.383659 5.570687  -0.68
C: -0.925006 -0.413079 4.674305  -1.31
C: -0.861870 -0.700190 3.323258  -0.27
C: -1.240764 -1.942084 2.806939  0.80
C: -1.655463 -2.906202 3.731454  -0.97
C: -1.706790 -2.636042 5.089719  -0.53
C: -1.313385 -2.244711 1.376284  -0.24
C: -1.193748 -1.356441 0.374096  0.52
C: -1.543428 -1.847657 -0.983829  -0.84
C: -2.555067 -1.215534 -1.708207  0.11
C: -2.927896 -1.685462 -2.958816  -0.86
C: -2.298829 -2.792974 -3.510897  -0.43
C: -1.299403 -3.436799 -2.793344  -0.91
C: -0.929482 -2.969231 -1.542033  0.06
H: -1.408378 -1.163715 6.629153  0.41
H: -0.635682 0.570461 5.023073  0.46
H: -0.406969 0.079621 2.702524  1.06
H: -1.960649 -3.879589 3.364795  0.41
H: -2.041100 -3.404542 5.776352  0.37
H: -1.632986 -3.260225 1.145477  0.40
H: -3.056819 -0.363145 -1.270810  0.50
H: -3.715541 -1.179412 -3.504001  0.42
H: -2.584887 -3.152083 -4.492128  0.38
H: -0.797641 -4.300399 -3.213989  0.37
H: -0.128893 -3.454172 -0.996186  0.39

Atoms 1-2, force components in eV/Å:
0.00 0.02 0.00
0.03 -0.04 0.04


Number 1: highest occupied orbital energy -8.90 eV, Kohn-Sham gap 9.62 eV. Number 2: highest occupied orbital energy -9.51 eV, Kohn-Sham gap 10.47 eV. Number 3: highest occupied orbital energy -8.26 eV, Kohn-Sham gap 7.53 eV. Number 4: highest occupied orbital energy -5.18 eV, Kohn-Sham gap 7.77 eV.